# 1
C6H7N3O | wB97M-V/def2-TZVPD

Last column: natural (NBO) charge in e.
CARTESIAN COORDINATES (ANGSTROEM)
C: 0.53111 0.04520 -2.53782  0.254
C: 1.92577 1.88418 0.00720  0.302
C: 0.92578 0.57690 -1.33845  -0.208
C: 0.44451 0.35340 -0.04427  0.541
C: -1.34983 -1.25263 -0.34260  -0.379
C: -0.70563 -0.61532 1.90604  -0.432
N: 0.22396 -0.41416 -3.56132  -0.314
N: 1.83865 1.59632 -1.20217  -0.397
N: -0.49136 -0.48473 0.47049  -0.401
O: 1.15409 1.13804 0.86802  -0.434
H: 2.55384 2.76174 0.40296  0.207
H: -1.21733 -2.27333 -0.23131  0.199
H: -2.35691 -0.98360 -0.06022  0.190
H: -1.08241 -0.86283 -1.28500  0.223
H: 0.04619 -1.08595 2.53772  0.219
H: -0.65130 0.45313 2.35279  0.211
H: -1.78912 -0.83636 2.05794  0.218

The calculation puts the HOMO energy at -8.172 eV. The multiplicity is 1. The value obtained for the molar mass is 137.1 g mol⁻¹. Its energy above the lowest of the compared OMol25 structures with the same formula, charge and spin is 176.6 kJ/mol. As for the SMILES: CN(C)c1ocnc1C#N.



# 2
C7H14Si | wB97M-V/def2-TZVPD

Last column: natural (NBO) charge in e.
CARTESIAN COORDINATES (ANGSTROEM)
C: 0.05427 -1.50695 -2.82142  -0.389
C: -2.09049 -1.11305 1.19601  -0.411
C: 0.71461 -0.99479 -1.79787  -0.182
C: -1.46877 -0.31214 0.34618  -0.188
C: 0.85497 -0.77034 1.19632  -0.631
C: 0.44574 0.33443 -1.19832  -0.423
C: -0.05651 0.16000 0.41599  -0.437
Si: -0.04865 1.92550 1.16098  0.912
H: 0.28621 -2.47993 -3.22123  0.199
H: -0.74450 -0.97147 -3.30891  0.188
H: -3.12690 -1.37050 1.05581  0.202
H: -1.61297 -1.54310 2.05859  0.191
H: 1.51809 -1.55617 -1.33879  0.196
H: -2.03401 0.08464 -0.48797  0.200
H: 1.89815 -0.49337 1.05976  0.215
H: 0.71767 -1.80604 0.89049  0.220
H: 0.62690 -0.70140 2.25888  0.214
H: 1.35894 0.93236 -1.17637  0.212
H: -0.33296 0.87278 -1.73009  0.209
H: 1.34184 2.37190 1.26781  -0.170
H: -0.67093 1.89007 2.48352  -0.162
H: -0.78970 2.82584 0.27822  -0.164

The calculation puts the HOMO energy at -9.087 eV. The multiplicity is 1. The value obtained for the molar mass is 126.3 g mol⁻¹. Its energy above the lowest of the compared OMol25 structures with the same formula, charge and spin is 36.6 kJ/mol. As for the SMILES: C=CC[C@@](C)([SiH3])C=C.